No. 1
C18H22CoN6S2 | ωB97M-V/def2-TZVPD

Computed properties:
- <S²> = 0.80
- HOMO (alpha / beta) (eV) = -14.17 / -14.23
- 2S+1 = 2
- net charge = +2
- electronic energy (eV) = -87248.8683

Element x y z (Å)
Co1 -0.600 0.268 0.559
C1 -0.668 1.559 5.580
N1 -0.487 2.455 4.450
C2 -0.244 3.809 4.519
C3 -0.134 4.265 3.265
N2 -0.327 3.179 2.399
C4 -0.525 2.059 3.163
S1 -0.815 0.434 2.777
C5 -0.293 3.318 0.990
C6 -0.304 4.598 0.437
C7 -0.190 4.754 -0.929
C8 -0.061 3.628 -1.731
C9 -0.090 2.400 -1.117
N3 -0.218 2.232 0.214
H1 -0.644 2.136 6.499
H2 0.122 0.809 5.598
H3 -1.624 1.043 5.507
H4 -0.168 4.336 5.455
H5 0.077 5.260 2.930
H6 -0.415 5.476 1.052
H7 -0.199 5.746 -1.359
H8 0.043 3.708 -2.803
H9 0.003 1.487 -1.694
S2 1.358 -0.920 0.363
C10 2.430 -0.285 1.520
N4 3.193 -1.031 2.300
C11 4.122 -0.245 3.114
C12 3.879 1.183 2.589
N5 2.688 1.010 1.743
H10 3.165 -2.037 2.298
H11 5.149 -0.571 2.960
H12 3.891 -0.349 4.174
H13 4.720 1.542 1.995
H14 3.691 1.900 3.386
H15 2.412 1.715 1.082
N6 -1.982 -0.615 -0.747
C13 -2.569 -1.400 0.307
C14 -3.699 -0.929 0.969
C15 -4.219 -1.649 2.029
C16 -3.607 -2.829 2.436
C17 -2.481 -3.295 1.773
C18 -1.956 -2.587 0.704
H16 -2.671 -0.026 -1.202
H17 -1.543 -1.200 -1.450
H18 -4.168 -0.007 0.641
H19 -5.112 -1.302 2.531
H20 -4.015 -3.391 3.265
H21 -2.018 -4.224 2.077
H22 -1.087 -2.954 0.170

---

No. 2
C18H22F4N5O6S2Sc | ωB97M-V/def2-TZVPD

Computed properties:
- HOMO (eV) = -14.10
- net charge = +2
- electronic energy (eV) = -91992.4155

Element x y z (Å)
Sc1 3.994 1.083 -1.323
C1 -2.364 -3.443 -1.225
C2 -1.341 -3.414 -0.102
N1 -0.453 -2.237 -0.183
C3 0.738 -2.376 -0.764
C4 1.648 -1.360 -0.939
C5 2.933 -1.732 -1.631
O1 3.233 -2.889 -1.787
O2 3.665 -0.720 -2.042
C6 1.339 -0.076 -0.446
O3 2.125 0.933 -0.489
C7 0.037 0.088 0.162
C8 -0.350 1.341 0.654
C9 -1.568 1.503 1.237
F1 -1.873 2.711 1.740
C10 -2.496 0.445 1.359
C11 -2.109 -0.791 0.866
C12 -0.850 -0.991 0.284
N2 -3.771 0.593 1.934
C13 -4.375 1.910 2.152
C14 -5.846 1.717 2.540
N3 -6.346 0.439 1.933
C15 -5.680 -0.760 2.567
C16 -4.238 -0.380 2.912
H1 -3.001 -4.321 -1.121
H2 -1.868 -3.501 -2.194
H3 -2.997 -2.555 -1.224
H4 -0.699 -4.290 -0.147
H5 -1.803 -3.422 0.884
H6 1.003 -3.366 -1.114
H7 0.332 2.178 0.593
H8 -2.814 -1.608 0.907
H9 -4.306 2.488 1.233
H10 -3.896 2.484 2.947
H11 -6.462 2.540 2.186
H12 -5.985 1.620 3.615
H13 -6.132 0.445 0.935
H14 -7.360 0.369 2.024
H15 -5.729 -1.569 1.841
H16 -6.255 -1.035 3.449
H17 -3.619 -1.272 2.905
H18 -4.180 0.034 3.924
N4 8.203 -0.052 -0.450
C17 6.926 -0.305 -0.694
N5 6.596 -1.056 -1.733
S1 5.749 0.356 0.394
H19 8.947 -0.455 -0.997
H20 8.446 0.550 0.318
H21 7.294 -1.413 -2.368
H22 5.629 -1.297 -1.910
F2 3.647 3.396 -4.787
C18 3.320 3.428 -3.520
F3 2.683 2.240 -3.206
F4 2.486 4.412 -3.274
S2 4.780 3.441 -2.397
O4 5.583 4.574 -2.628
O5 4.102 3.274 -1.096
O6 5.327 2.091 -2.708

---

Question: Which value of electronic energy does entry 1 give?
Answer: -87248.8683 eV